one.
Entry from the Open Molecules 2025 dataset: a molecular structure, C7H16O (ωB97M-V/def2-TZVPD).

Last column: Löwdin charge in e.
Element x y z (Å)
1 C 1.1255 -0.1517 -0.5975  -0.322
2 C -1.4152 0.4813 -1.5607  -0.036
3 C 1.6243 0.6607 -1.7788  -0.103
4 C 1.9785 0.0637 0.6408  -0.088
5 C -0.5947 0.6099 -0.3003  -0.538
6 O -0.5536 1.6327 0.3683  0.009
7 H 1.0632 -1.2103 -0.8717  0.123
8 H -1.3589 -0.5280 -1.9707  0.093
9 H -1.0730 1.2069 -2.2986  0.087
10 H -2.4529 0.7288 -1.3272  0.088
11 H 2.6945 0.4904 -1.9360  0.078
12 H 1.8202 -0.7135 1.3920  0.073
13 H 3.0451 0.0737 0.3957  0.077
14 H 1.4726 1.7288 -1.6020  0.091
15 H 1.1215 0.3827 -2.7069  0.070
16 H 1.7528 1.0354 1.0900  0.084
17 C -1.4387 -0.9929 0.9315  -0.142
18 C -1.2350 -0.6034 2.3746  -0.141
19 H -2.1437 -0.7604 2.9624  0.071
20 H -1.3353 -2.0651 0.7393  0.087
21 H -2.4218 -0.7123 0.5573  0.082
22 H -0.2770 -0.6511 0.2177  0.123
23 H -0.9774 0.4573 2.4429  0.068
24 H -0.4211 -1.1638 2.8378  0.067

Summary:
Highest occupied orbital energy: -8.3 eV
Frontier orbital gap: 9.197 eV

=====

two.
Entry from the Open Molecules 2025 dataset: 2 unconnected molecules or ions with the total composition C7H16O (ωB97M-V/def2-TZVPD).

Last column: Löwdin charge in e.
Element x y z (Å)
1 C -0.4178 1.6661 -1.8655  0.030
2 C -1.0419 0.7249 -1.1788  -0.353
3 C -2.2101 0.9615 -0.2667  -0.054
4 C -0.4858 -0.7230 -1.1730  -0.165
5 C 1.0301 -0.8396 -1.1507  -0.235
6 C 1.7255 -0.1265 -0.0095  -0.259
7 C 1.8534 -0.8871 1.3215  -0.103
8 H -0.7056 2.7005 -2.0254  0.063
9 H 0.5587 1.5072 -2.3216  0.063
10 H -3.1804 0.6709 -0.6818  0.086
11 H -2.3018 2.0229 -0.1074  0.073
12 H -2.0997 0.4673 0.6889  0.048
13 H -0.9210 -1.2283 -0.3051  0.100
14 H -0.9613 -1.1646 -2.0585  0.118
15 H 1.4074 -0.5185 -2.1177  0.096
16 H 1.3533 -1.8817 -1.1710  0.112
17 H 1.3404 0.8741 0.1685  0.097
18 H 2.7295 0.0829 -0.3728  0.101
19 H 1.8289 -0.1514 2.1186  0.060
20 H 1.0479 -1.5903 1.5333  0.061
21 H 2.7816 -1.4442 1.3254  0.063
22 O -0.8154 -0.1109 3.2830  -0.052
23 H -1.0483 -0.8980 3.7915  0.044
24 H -1.4676 -0.1144 2.5750  0.008

Summary:
Structure (SMILES): C=C(C)CCCC.O
Highest occupied orbital energy: -9.3 eV
Frontier orbital gap: 10.030 eV

=====

two ends up most stable, edging out the next structure by 230.1 kJ/mol.